C20H20CdN4O4SSiTe | the ωB97M-V functional and the def2-TZVPD basis

CARTESIAN COORDINATES (ANGSTROEM)
Cd -0.266 -0.494 0.120
N -0.587 0.332 2.706
N -1.984 0.156 2.444
C -2.193 -1.054 1.701
N -2.346 -2.174 2.593
S -3.626 -0.827 0.597
H -0.257 -0.238 3.488
H -0.401 1.314 2.894
H -2.523 0.163 3.333
H -2.999 -1.983 3.365
H -2.694 -2.983 2.088
O 2.408 -0.115 0.325
C 3.269 0.759 0.314
C 3.095 2.168 0.156
C 4.222 2.995 0.160
C 4.118 4.371 -0.005
C 2.837 4.931 -0.233
C 1.728 4.156 -0.246
C 1.765 2.724 -0.034
O 0.716 2.052 -0.029
N 5.235 5.198 0.020
O 6.368 4.692 0.195
O 5.083 6.434 -0.128
H 4.335 0.448 0.435
H 5.204 2.561 0.300
H 2.783 5.996 -0.408
H 0.753 4.585 -0.433
Te -2.593 0.698 -0.967
C -1.746 -6.504 -1.608
C -2.108 -6.072 -0.342
C -1.399 -5.060 0.273
C -0.315 -4.431 -0.343
C 0.003 -4.863 -1.631
C -0.686 -5.888 -2.252
Si 0.557 -2.960 0.534
C 2.425 -3.380 0.529
C 3.116 -3.435 1.738
C 4.473 -3.686 1.796
C 5.191 -3.890 0.629
C 4.536 -3.809 -0.587
C 3.180 -3.547 -0.631
H -2.291 -7.306 -2.090
H -2.948 -6.538 0.162
H -1.689 -4.744 1.266
H 0.815 -4.389 -2.165
H -0.401 -6.209 -3.249
H 0.270 -3.377 1.953
H 2.578 -3.276 2.664
H 4.983 -3.723 2.751
H 6.253 -4.096 0.670
H 5.094 -3.947 -1.507
H 2.703 -3.467 -1.599

Computed properties:
frontier orbital gap = 4.300 eV
HOMO level = -0.0047 hartree
net charge = -2



C20H20Cl5N5O5S2Ti | the ωB97M-V functional and the def2-TZVPD basis

CARTESIAN COORDINATES (ANGSTROEM)
Ti -0.059 0.356 -0.206
C 0.316 1.444 4.130
C 0.423 0.774 2.794
N -0.507 0.937 1.874
N -1.565 1.765 2.209
C -2.632 1.502 1.512
N -3.708 2.372 1.716
S -2.794 0.240 0.357
C 1.533 -0.012 2.382
C 2.674 -0.289 3.169
C 3.684 -1.062 2.668
C 3.585 -1.562 1.342
C 2.480 -1.209 0.607
N 1.470 -0.460 1.072
H -0.642 1.209 4.597
H 0.340 2.528 4.000
H 1.120 1.146 4.800
H -3.678 2.803 2.629
H -4.595 1.953 1.484
H 2.748 0.112 4.171
H 4.558 -1.274 3.274
H 4.365 -2.166 0.901
H 2.380 -1.517 -0.429
Cl -0.720 -2.553 1.743
C -1.059 -2.783 0.050
C -0.810 -1.746 -0.847
C -1.178 -2.036 -2.160
Cl -0.942 -0.803 -3.377
C -1.738 -3.245 -2.575
Cl -2.167 -3.514 -4.243
C -1.952 -4.248 -1.642
Cl -2.645 -5.766 -2.126
C -1.612 -4.011 -0.316
Cl -1.895 -5.267 0.859
O 0.998 2.862 -2.325
S 1.927 1.950 -1.467
O 1.509 0.538 -1.732
O 1.613 2.220 -0.055
O 3.271 2.237 -1.888
O -0.887 1.765 -1.321
C -0.570 2.904 -1.856
C -0.607 4.107 -0.910
C -1.983 4.770 -0.848
C -2.172 5.852 -1.916
C -2.241 5.357 -3.362
C -1.127 4.386 -3.754
N -1.279 3.123 -3.061
H 0.151 4.837 -1.205
H -0.322 3.715 0.065
H -2.095 5.242 0.133
H -2.762 4.006 -0.911
H -1.340 6.561 -1.826
H -3.084 6.421 -1.701
H -2.220 6.223 -4.036
H -3.192 4.841 -3.524
H -0.141 4.832 -3.575
H -1.192 4.195 -4.829
H -1.204 2.300 -3.641

Computed properties:
frontier orbital gap (spin up / spin down) = 4.159 / 6.027 eV
HOMO level (spin up / spin down) = 0.0019 / -0.0667 hartree
relative energy (zero: lowest compared OMol25 entry of this formula, charge and spin) = 59.9 kJ/mol
spin multiplicity = 3
net charge = -2



C20H20FNO4 | the ωB97M-V functional and the def2-TZVPD basis

CARTESIAN COORDINATES (ANGSTROEM)
O 2.303 -2.516 -3.456
C 2.541 -2.141 -2.067
C 1.208 -1.744 -1.467
O 0.595 -2.928 -0.946
C 1.572 -0.864 -0.280
C 0.269 -0.330 0.389
C -0.186 -0.463 1.662
N -1.332 0.247 1.864
C -1.615 0.750 3.229
C -0.829 1.979 3.636
C -0.456 3.006 2.687
C 0.493 3.982 3.063
C 0.915 4.150 4.390
F 1.632 5.158 4.827
C 0.543 3.221 5.345
C -0.256 2.118 4.899
C -1.811 0.821 0.710
C -2.937 1.475 0.330
C -3.002 2.063 -0.928
C -2.000 1.745 -1.935
C -0.890 0.955 -1.460
C -0.793 0.446 -0.157
O 2.424 0.173 -0.597
C 3.751 -0.307 -0.929
C 3.637 -1.006 -2.241
O 4.800 -1.928 -2.546
H 3.188 -2.613 -3.780
H 3.069 -3.000 -1.527
H 0.510 -1.180 -2.125
H -0.166 -2.678 -0.408
H 2.059 -1.487 0.490
H 0.215 -1.043 2.522
H -1.386 -0.049 3.900
H -2.665 0.969 3.398
H -0.721 3.018 1.659
H 0.661 4.709 2.223
H 0.931 3.300 6.386
H -0.329 1.308 5.588
H -3.615 1.651 1.185
H -3.877 2.774 -1.225
H -2.006 2.137 -2.971
H 0.004 0.854 -2.037
H 4.121 -0.953 -0.220
H 4.449 0.450 -1.109
H 3.620 -0.327 -3.069
H 5.701 -1.561 -2.561

Computed properties:
frontier orbital gap = 8.765 eV
HOMO level = -0.2994 hartree
relative energy (zero: lowest compared OMol25 entry of this formula, charge and spin) = 435.3 kJ/mol
SMILES = O[C@@H]1[C@@H](O)[C@H](c2cn(Cc3ccc(F)cc3)c3ccccc23)OC[C@H]1O
net charge = 0



What max |F| values result from the calculations? In sequence: 1.85; 1.41; 4.77 eV Å⁻¹.